1.
14
Properties=species:S:1:pos:R:3:forces:R:3 method="wB97M-V/def2-TZVPD" gap_ev=10.3 e_above_lowest_kcal_mol=63.9 homo_ev=-9.6 e_tot_ha=-320.78151 fmax_ev_per_a=5.1 lumo_ha=0.026
H -0.96302 2.20323 -0.25186 -0.850 0.033 -1.082
H 1.69427 -2.52450 -0.40526 -0.716 -0.930 -0.293
N 0.72956 0.99549 0.08410 -1.159 -0.144 -1.510
C -0.00500 2.03321 0.16252 1.289 -1.455 1.635
H -1.93808 -0.32986 0.84407 0.102 -0.303 0.114
H 0.28420 2.63529 0.98189 0.267 1.419 0.453
C 2.41558 -1.80910 -0.18220 3.084 3.907 1.263
C 0.26018 -0.01104 -0.80798 -0.374 -1.048 -0.364
H -1.43319 -1.94822 1.19165 0.147 -0.871 -0.320
N 3.12183 -0.90543 0.08971 -2.097 -3.202 -0.925
H 0.66692 -0.12267 -1.82360 0.222 0.826 0.410
H -0.35049 -0.53181 1.57650 -0.854 -0.958 -0.846
C -1.06945 -1.01500 0.81860 0.355 2.838 1.360
N -0.54067 -0.96103 -0.52058 0.585 -0.112 0.106

***

2.
14
Properties=species:S:1:pos:R:3:forces:R:3 method="wB97M-V/def2-TZVPD" gap_ev=10.4 e_above_lowest_kcal_mol=10.0 homo_ev=-9.6 e_tot_ha=-320.86742 fmax_ev_per_a=1.1 lumo_ha=0.029
H -1.66456 0.53877 -1.32561 -0.060 -0.025 0.128
H -0.79109 -1.37860 0.04516 -0.041 0.145 0.083
C -2.01989 0.37173 -0.30400 -0.031 0.041 -0.032
H 2.39521 -1.61574 -0.89717 -0.071 0.027 0.022
C 2.56666 0.67235 -0.04598 0.881 0.554 -0.070
C -0.98075 -0.40309 0.49776 -0.090 -0.135 0.030
N 0.29821 0.28826 0.53351 0.104 0.071 -0.037
H 0.32305 1.24915 0.83746 0.043 -0.130 -0.062
N 1.47077 -1.41587 -0.52815 0.131 0.274 0.062
C 1.41586 -0.23672 -0.03941 -0.126 -0.182 -0.025
N 3.50634 1.34543 -0.09510 -0.957 -0.629 0.085
H -2.22968 1.34663 0.15132 0.034 -0.129 -0.067
H -2.96157 -0.18444 -0.35314 0.140 0.074 0.030
H -1.32858 -0.57786 1.52335 0.042 0.044 -0.146

***

3.
14
Properties=species:S:1:pos:R:3:forces:R:3 method="wB97M-V/def2-TZVPD" gap_ev=9.6 e_above_lowest_kcal_mol=56.5 homo_ev=-8.9 smiles=CN(C#N)[C@H]1CN1 e_tot_ha=-320.79332 fmax_ev_per_a=3.1 lumo_ha=0.028
C -1.39496 0.32333 -0.87634 -0.181 1.200 0.138
C 0.72510 -0.32878 -0.10230 -0.320 -2.691 -1.464
N -2.42380 0.37201 -1.39651 -0.166 -0.458 -0.062
H -0.51423 -1.86210 0.89030 0.029 -0.063 0.007
N -0.26513 0.64468 -0.23363 -0.607 0.386 -0.228
C 0.43294 -1.69397 0.38594 0.245 -0.096 0.808
H 0.76687 2.18481 0.71932 -0.021 -0.035 -0.037
H 1.13151 -1.87315 -1.57559 0.091 -0.206 0.322
H 1.72568 0.09374 -0.01628 -0.040 -0.417 -0.401
C -0.25413 1.81079 0.63229 -0.236 -0.028 0.113
H 1.27328 -2.23976 0.81176 -0.124 -0.067 -0.021
N 0.31189 -1.58155 -1.05114 1.240 2.373 0.726
H -0.87973 2.58019 0.18327 0.059 -0.003 0.070
H -0.63528 1.56975 1.62892 0.031 0.102 0.029

***

Number 1: M 97.12 g/mol. Number 2: M 97.12 g/mol. Number 3: M 97.12 g/mol.